1.
9
Properties=species:S:1:pos:R:3 method="wB97M-V/def2-TZVPD" s_squared=2.009 e_tot_ha=-589.93047 lumo_energy_ha="0.037 / -0.077" total_charge=0 de_lowest_kcal_mol=56.50 multiplicity=3
C -0.27210 -0.30476 -0.42833
C 1.04343 0.24884 -0.20755
C -0.07589 0.52885 0.82689
O -2.40007 -1.37116 -0.84165
S -1.06472 -1.34954 -1.37694
H 1.79564 -0.25262 0.35713
H 1.44769 0.96244 -0.79678
H -0.65629 1.45093 0.78479
H 0.18231 0.08702 1.68244

=====

2.
76
Properties=species:S:1:pos:R:3 method="wB97M-V/def2-TZVPD" e_tot_ha=-4961.72108 lumo_energy_ha=0.001 total_charge=0 multiplicity=1
Na 0.50176 -0.35385 -0.55122
C 2.03301 -0.30514 -3.93584
F 2.07694 0.99743 -3.93580
F 2.70837 -0.81801 -5.00952
F 2.70923 -0.81150 -2.85015
S 0.16651 -0.96093 -4.09861
O -0.32386 -0.10127 -5.20254
O 0.31546 -2.35935 -4.46311
N -0.52269 -0.61503 -2.52322
S -2.00162 -0.59390 -2.66280
O -2.56744 -1.02732 -3.92409
O -2.67937 -1.16265 -1.50086
C -2.31799 1.24006 -2.55934
F -3.55214 1.36126 -2.37170
F -1.70714 1.91508 -1.56351
F -1.94256 1.91967 -3.58374
O 1.87094 -2.57393 -0.41397
S 2.33109 -3.81821 -0.93985
O 1.52199 -4.96015 -0.88623
O 2.91517 -3.54918 -2.51308
C 2.86308 -4.59542 -3.45143
C 3.51015 -4.14890 -4.73232
C 4.02440 -4.05596 -0.05456
H 1.91255 -5.08092 -3.67254
H 3.48345 -5.39079 -3.03837
H 2.84143 -3.56562 -5.36533
H 3.90706 -4.97290 -5.32526
H 4.42986 -3.61532 -4.49248
H 4.73465 -3.41493 -0.57678
H 4.26753 -5.11808 -0.02490
H 3.86123 -3.68724 0.95812
O 1.26665 -0.08564 1.74288
S 1.45829 0.76627 2.88519
O 2.64539 1.66086 3.03525
O 0.21230 1.79239 2.75969
C 0.03191 2.80580 3.83799
C -1.44609 2.96709 4.06992
C 0.91830 -0.23513 4.38596
H 0.57725 3.65199 3.42007
H 0.38397 2.50820 4.82571
H -2.00630 2.91045 3.13662
H -1.66298 3.73477 4.81271
H -1.72242 2.02324 4.53990
H 1.55017 -1.10961 4.54131
H -0.15444 -0.39309 4.49713
H 1.17536 0.30396 5.29777
O 3.14491 2.95423 0.63711
S 1.97181 3.17534 -0.19203
O 1.19443 2.07262 -0.62777
O 1.01880 4.33558 0.54487
C -0.20558 4.67811 -0.06816
C -0.87043 5.72102 0.81010
C 2.56347 4.09961 -1.66350
H -0.74814 3.74565 -0.22386
H -0.09952 5.03910 -1.09117
H -1.17056 5.30632 1.77241
H -1.86677 5.97037 0.44508
H -0.22304 6.59106 0.91968
H 3.58627 3.79751 -1.88871
H 2.50731 5.18759 -1.62793
H 1.87488 3.77721 -2.44453
O -2.28416 -0.25391 3.25477
S -2.53920 -0.65981 1.90587
O -1.45628 -0.64406 0.93440
O -3.43355 -2.06128 1.76081
C -3.93726 -2.67558 2.94141
C -4.83535 -3.83039 2.43003
C -3.89822 0.37404 1.20128
H -4.40961 -2.11834 3.75041
H -3.05064 -3.05855 3.44672
H -5.04003 -4.38174 3.34775
H -4.38745 -4.44810 1.65162
H -5.78792 -3.35786 2.19040
H -4.40981 0.79578 2.06645
H -4.42214 -0.38625 0.62200
H -3.38465 1.17651 0.67175